(1)
Formula: C3H11NO2
Source: the OMol25 dataset
Level of theory: the ωB97M-V functional and the def2-TZVPD basis

## Properties
- structure (SMILES) = CCO.NCO
- largest force on an atom (eV/A) = 3.50
- total energy (eV) = -8872.240
- total charge = 0
- spin multiplicity = 1

Atoms and positions in Å:
H -0.3821 -3.7896 0.7021
H -0.1828 -3.1701 -0.7528
C 0.5166 2.4952 -0.7412
O 0.9548 2.1667 -2.0803
H -0.6238 2.2147 -0.7484
H 1.4611 3.0266 -2.3731
C 1.3201 1.8487 0.4196
H 1.9298 2.6713 0.7778
H 0.7167 3.5266 -0.7133
H -2.6878 -2.2115 0.2905
C -1.6288 -2.5066 0.7432
H 1.9457 0.9883 0.0612
N -0.8706 -3.4456 -0.0631
H -0.4409 -0.9292 0.3271
H 0.8146 1.3208 1.3205
H -2.0008 -2.8768 1.7405
O -0.8420 -1.3296 1.0898

The natural (NBO) scheme yields these atomic charges, measured in e: H 0.357; H 0.374; C -0.064; O -0.725; H 0.171; H 0.464; C -0.671; H 0.209; H 0.160; H 0.144; C 0.079; H 0.224; N -0.852; H 0.465; H 0.231; H 0.183; O -0.749

=====

(2)
Formula: C3H11NO2
Source: the OMol25 dataset
Level of theory: the ωB97M-V functional and the def2-TZVPD basis

## Properties
- structure (SMILES) = C[C@H](O)CN.O
- largest force on an atom (eV/A) = 2.80
- total energy (eV) = -8873.806
- total charge = 0
- spin multiplicity = 1

Atoms and positions in Å:
C 0.0703 0.9189 1.3357
H -0.9839 1.6423 -1.0178
H -1.7602 -0.3197 0.7868
H 0.8377 0.3493 1.8527
O -0.0096 -1.3012 0.3312
C -0.7323 0.5734 -0.9636
H -0.0796 -1.5099 -0.5946
C -0.7576 -0.0626 0.4533
H 0.5132 1.7119 0.7462
O 2.9241 -1.3865 1.2714
H 3.3636 -0.8127 0.6098
H 1.9812 -1.1261 1.1366
H 0.2774 0.6866 -1.3954
H -2.4499 0.1815 -2.2085
N -1.5628 -0.1757 -1.8902
H -0.5539 1.3526 2.1226
H -1.0778 -0.7221 -2.5763

The natural (NBO) scheme yields these atomic charges, measured in e: C -0.636; H 0.200; H 0.184; H 0.222; O -0.735; C -0.261; H 0.469; C 0.081; H 0.205; O -0.949; H 0.458; H 0.485; H 0.198; H 0.383; N -0.889; H 0.218; H 0.368

=====

(3)
Formula: C3H11NO2
Source: the OMol25 dataset
Level of theory: the ωB97M-V functional and the def2-TZVPD basis

## Properties
- structure (SMILES) = CCO.NCO
- largest force on an atom (eV/A) = 2.23
- total energy (eV) = -8873.404
- total charge = 0
- spin multiplicity = 1

Atoms and positions in Å:
H 0.2488 2.5651 1.7397
H 1.8587 -1.1210 -1.6500
O -0.0455 -2.0045 0.1322
H -2.0334 1.7998 0.6105
H 0.3485 -2.6750 -1.9365
H 0.9250 -0.0710 -0.9293
H -0.7584 2.6036 -0.2049
N 0.9136 -0.7612 -1.6720
O 1.1431 0.7946 1.4220
C -0.0617 1.5661 1.4566
H 0.8354 -0.0933 1.6288
H -0.9766 0.9541 -0.5698
C 0.0220 -1.8315 -1.3258
H 0.3191 -2.8853 0.2821
H -0.6806 1.1750 2.2784
C -1.0184 1.6443 0.2664
H -1.0396 -1.6598 -1.5285

The natural (NBO) scheme yields these atomic charges, measured in e: H 0.174; H 0.352; O -0.761; H 0.216; H 0.165; H 0.377; H 0.206; N -0.836; O -0.722; C -0.064; H 0.477; H 0.221; C 0.070; H 0.469; H 0.151; C -0.657; H 0.162

=====

(4)
Formula: C3H11NO2
Source: the OMol25 dataset
Level of theory: the ωB97M-V functional and the def2-TZVPD basis

## Properties
- largest force on an atom (eV/A) = 6.33
- total energy (eV) = -8866.105
- total charge = 0
- spin multiplicity = 1

Atoms and positions in Å:
C 0.9017 -0.6955 0.5568
H -1.6559 1.2119 2.8173
C -0.0841 -0.5287 -0.5792
H -1.7394 0.7326 0.0448
N 1.3609 -0.6415 -2.6928
H -0.3655 0.4827 1.7166
O 0.6770 0.3163 1.5278
C -1.0037 0.7958 -0.7712
H -0.4672 1.7139 -0.5892
H 0.5447 -0.5440 -1.5846
H 0.7878 -0.3881 -3.5420
H -0.6981 -1.5383 -0.5377
O -1.7206 0.6244 2.0765
H 0.8027 -1.6988 0.9596
H -1.5692 0.7865 -1.6925
H 2.3210 -0.7027 -2.9527
H 1.9784 -0.5198 0.1378

The natural (NBO) scheme yields these atomic charges, measured in e: C -0.123; H 0.444; C -0.134; H 0.336; N -0.950; H 0.496; O -0.641; C -0.622; H 0.242; H 0.305; H 0.370; H 0.253; O -1.040; H 0.217; H 0.229; H 0.394; H 0.224

=====

(5)
Formula: C3H11NO2
Source: the OMol25 dataset
Level of theory: the ωB97M-V functional and the def2-TZVPD basis

## Properties
- structure (SMILES) = C=C(C)N.O.O
- largest force on an atom (eV/A) = 7.12
- total energy (eV) = -8872.410
- total charge = 0
- spin multiplicity = 1

Atoms and positions in Å:
H 1.6577 -1.6200 -0.0981
C -0.4833 -1.7018 1.7957
H 1.1045 2.5382 -0.9873
H -0.2284 1.7412 -1.6447
O -1.7664 0.9244 -2.1297
H -2.1478 1.1212 -2.9941
N -0.5212 0.5219 0.7699
C 0.1819 -0.6167 1.2392
H 2.1800 -1.4674 1.6184
H -1.4102 0.1362 -2.0193
H -0.2347 1.1746 0.0557
H -1.5595 0.5264 0.8427
O 0.7372 1.8169 -1.4243
H 2.3055 -0.0479 0.4662
H -1.4523 -1.4111 2.1248
H -0.0459 -2.7513 1.7014
C 1.6827 -0.8849 0.6834

The natural (NBO) scheme yields these atomic charges, measured in e: H 0.219; C -0.587; H 0.484; H 0.508; O -0.948; H 0.497; N -0.867; C 0.234; H 0.214; H 0.482; H 0.406; H 0.376; O -0.996; H 0.220; H 0.191; H 0.218; C -0.651

=====

(6)
Formula: C3H11NO2
Source: the OMol25 dataset
Level of theory: the ωB97M-V functional and the def2-TZVPD basis

## Properties
- structure (SMILES) = C=CNC.O.O
- largest force on an atom (eV/A) = 1.82
- total energy (eV) = -8873.081
- total charge = 0
- spin multiplicity = 1

Atoms and positions in Å:
C -0.3996 1.9245 -1.6264
H 1.5002 1.8826 -0.8075
N -1.0958 1.4833 -0.4430
H -1.6960 2.2905 -0.2530
H -2.6756 0.7660 -1.7002
O -0.4177 -1.1483 1.0845
C -2.0744 0.4213 -0.8595
H 0.4640 -1.5286 0.9755
H 2.7915 -3.2099 3.7604
H -0.9576 2.1078 -2.5450
O 3.1066 -4.1083 3.8721
H 3.6093 -4.3585 3.0884
C 0.9148 1.8685 -1.7238
H 1.3961 2.0253 -2.6804
H -2.7068 0.2291 -0.0004
H -0.3157 -0.2049 0.8877
H -1.4436 -0.4403 -1.0293

The natural (NBO) scheme yields these atomic charges, measured in e: C -0.030; H 0.201; N -0.654; H 0.353; H 0.175; O -0.956; C -0.423; H 0.465; H 0.471; H 0.165; O -0.942; H 0.471; C -0.410; H 0.202; H 0.207; H 0.486; H 0.219

=====

(7)
Formula: C3H11NO2
Source: the OMol25 dataset
Level of theory: the ωB97M-V functional and the def2-TZVPD basis

## Properties
- structure (SMILES) = [NH3+]CC[O-].CO
- largest force on an atom (eV/A) = 1.74
- total energy (eV) = -8871.354
- total charge = 0
- spin multiplicity = 1

Atoms and positions in Å:
H 0.2170 -2.2710 0.3205
O -0.8116 1.2137 -0.8168
H -2.0599 -0.4247 -0.4068
H -1.1935 -2.6828 -0.4281
H 1.4000 1.1710 0.8898
O -0.1783 2.3442 1.5303
H -0.6252 -0.2314 0.6132
N -0.2339 -2.3908 -0.6010
H -0.4923 -1.1534 -2.2752
H 1.7186 2.9136 0.7833
C 1.2018 2.1429 1.3795
H -0.5629 2.1599 0.6174
C -0.1758 -1.0399 -1.2567
H 0.2298 -3.1111 -1.1232
H 0.8782 -0.7235 -1.2120
C -0.9625 -0.0339 -0.4034
H 1.6503 2.1171 2.3891

The natural (NBO) scheme yields these atomic charges, measured in e: H 0.436; O -0.880; H 0.070; H 0.428; H 0.132; O -0.774; H 0.090; N -0.673; H 0.206; H 0.153; C -0.231; H 0.512; C -0.250; H 0.423; H 0.210; C -0.013; H 0.159

=====

(8)
Formula: C3H11NO2
Source: the OMol25 dataset
Level of theory: the ωB97M-V functional and the def2-TZVPD basis

## Properties
- structure (SMILES) = C=C(C)N.O.O
- largest force on an atom (eV/A) = 4.19
- total energy (eV) = -8872.499
- total charge = 0
- spin multiplicity = 1

Atoms and positions in Å:
H 0.3920 2.3884 0.8161
H -3.6610 -0.9151 3.2274
H -0.9723 -2.3113 -1.2957
H 1.2491 2.4839 -2.5462
C 0.6464 1.8689 -1.8636
H -3.6789 -1.7981 4.5313
C 1.4099 1.2136 -0.6397
O -0.1845 -2.3756 -0.7550
O -4.0263 -1.7154 3.6475
H 0.1699 1.0338 -2.4932
H 1.3092 0.7094 1.4008
N 2.1290 -0.0527 -0.9644
H -0.2645 2.4675 -1.6034
H 1.4232 -0.9654 -1.1298
C 0.9762 1.4300 0.6437
H 0.2506 -3.2356 -0.8510
H 2.8320 -0.2261 -0.1247

The natural (NBO) scheme yields these atomic charges, measured in e: H 0.206; H 0.475; H 0.484; H 0.220; C -0.660; H 0.472; C 0.181; O -0.954; O -0.947; H 0.215; H 0.204; N -0.911; H 0.214; H 0.414; C -0.463; H 0.483; H 0.366

=====

Short version: ΔE to the lowest compared entry with this formula, charge and spin = 217.02, 65.96, 104.78, 809.00, 200.68, 135.92, 302.52, 192.04 kJ/mol, in the order given.